Record 1
Molecular formula: C25H46ErO3P2S
Method: DFT, ωB97M-V/def2-TZVPD

Net charge = +1
Spin multiplicity = 4
Gap between HOMO and LUMO (alpha / beta) = 5.2 / 5.3 eV
Strongest force on any atom = 1.6 eV Å⁻¹
Highest occupied orbital energy (alpha / beta) = -0.3475 / -0.3475 Ha
E_tot = -89841.3016 eV
ΔE to the lowest compared entry with this formula, charge and spin = 0.0 kcal per mole
<S²> = 3.753
E_LUMO (alpha / beta) = -4.27 / -4.19 eV

XYZ file:
```
78
C25H46ErO3P2S (ωB97M-V/def2-TZVPD)
Er -0.696 0.759 3.014
C 0.821 0.494 5.042
C 1.708 0.915 4.010
C 0.110 2.565 4.252
C -0.193 1.488 5.193
C 1.286 2.169 3.518
C 1.009 -0.763 5.824
H 1.661 -1.451 5.273
H 0.065 -1.286 6.002
H 1.501 -0.585 6.797
C -1.499 1.279 5.871
H -1.428 0.428 6.560
H -2.351 1.062 5.186
H -1.769 2.175 6.440
C -0.939 3.488 3.749
H -1.082 4.286 4.489
H -1.942 2.996 3.616
H -0.666 3.933 2.780
C 1.877 2.803 2.303
H 2.610 3.597 2.533
H 1.125 3.240 1.633
H 2.424 2.053 1.711
C 2.823 0.072 3.465
H 3.823 0.384 3.821
H 2.839 0.082 2.366
H 2.695 -0.974 3.758
C -0.196 -2.439 0.376
C 0.884 -2.693 1.130
C 2.328 -2.536 0.775
C 2.623 -1.716 -0.492
C 2.165 -0.291 -0.421
C 0.990 0.269 -0.748
C -0.316 -0.367 -1.089
C -0.319 -1.914 -1.022
H 2.797 -3.529 0.696
H 2.302 -2.241 -1.397
H 2.824 -2.041 1.620
H 0.419 -2.342 -1.704
H -1.177 -2.570 0.859
H 0.711 -3.069 2.151
H -1.305 -2.254 -1.399
H -1.122 -0.011 -0.428
H 0.950 1.375 -0.748
H -0.624 -0.045 -2.099
H 3.720 -1.650 -0.567
H 2.948 0.379 -0.038
P -0.869 -0.426 -4.485
P -0.664 2.256 -5.839
C -0.950 -0.484 -6.373
C -1.320 0.879 -6.944
H -1.696 -1.242 -6.666
H 0.035 -0.808 -6.747
H -0.907 1.011 -7.959
H -2.415 0.999 -6.979
C -1.443 3.589 -6.830
H -1.079 4.557 -6.478
H -2.525 3.560 -6.685
H -1.216 3.474 -7.894
C 0.986 2.326 -6.669
H 0.868 2.283 -7.758
H 1.617 1.499 -6.332
H 1.474 3.264 -6.389
C -2.406 -1.416 -4.239
H -2.514 -1.696 -3.186
H -2.380 -2.315 -4.869
H -3.262 -0.789 -4.525
C 0.460 -1.693 -4.379
H 1.370 -1.278 -4.832
H 0.159 -2.607 -4.905
H 0.682 -1.923 -3.334
C -2.115 -2.594 5.423
S -2.568 -2.116 3.770
O -2.339 -3.223 2.873
O -3.854 -1.452 3.801
O -1.439 -1.073 3.518
H -2.859 -3.313 5.773
H -2.116 -1.717 6.073
H -1.125 -3.055 5.406
```


Record 2
Molecular formula: C25H46GdO3P2S
Method: DFT, ωB97M-V/def2-TZVPD

Net charge = +1
Spin multiplicity = 8
Gap between HOMO and LUMO (alpha / beta) = 4.4 / 7.1 eV
Strongest force on any atom = 3.1 eV Å⁻¹
Highest occupied orbital energy (alpha / beta) = -0.3866 / -0.3867 Ha
E_tot = -83053.1462 eV
ΔE to the lowest compared entry with this formula, charge and spin = 10.4 kcal per mole
<S²> = 15.942
E_LUMO (alpha / beta) = -6.16 / -3.42 eV

XYZ file:
```
78
C25H46GdO3P2S (ωB97M-V/def2-TZVPD)
Gd -1.238 1.249 1.406
C -0.030 0.711 3.503
C 0.953 1.125 2.542
C -0.415 2.920 2.999
C -0.871 1.831 3.802
C 0.702 2.487 2.225
C 0.127 -0.426 4.426
H 0.529 -1.297 3.889
H -0.833 -0.714 4.867
H 0.814 -0.140 5.247
C -1.760 1.886 5.008
H -1.235 1.554 5.918
H -2.653 1.259 4.877
H -2.100 2.913 5.230
C -1.107 4.245 3.119
H -1.297 4.469 4.180
H -2.099 4.186 2.627
H -0.526 5.083 2.725
C 1.555 3.239 1.232
H 2.259 3.906 1.754
H 0.937 3.808 0.521
H 2.154 2.537 0.643
C 2.216 0.365 2.292
H 3.062 0.847 2.814
H 2.468 0.323 1.222
H 2.118 -0.663 2.662
C 0.576 -3.443 0.514
C 1.671 -3.658 1.237
C 2.991 -3.054 0.898
C 3.360 -3.212 -0.593
C 3.442 -1.923 -1.368
C 2.429 -1.033 -1.426
C 1.106 -1.284 -0.769
C 0.484 -2.695 -0.795
H 3.781 -3.482 1.522
H 2.695 -3.935 -1.081
H 2.985 -1.996 1.099
H 0.839 -3.256 -1.649
H -0.417 -3.600 0.933
H 1.619 -4.316 2.111
H -0.596 -2.580 -0.996
H 1.093 -0.945 0.294
H 2.543 -0.063 -1.918
H 0.344 -0.640 -1.279
H 4.387 -3.640 -0.604
H 4.417 -1.688 -1.785
P -0.817 -0.842 -3.391
P -0.912 2.372 -3.246
C -1.424 0.070 -4.907
C -1.722 1.552 -4.721
H -2.343 -0.405 -5.281
H -0.646 -0.035 -5.677
H -1.402 2.107 -5.617
H -2.796 1.765 -4.616
C -1.483 3.984 -3.972
H -1.050 4.877 -3.505
H -2.575 4.005 -3.871
H -1.236 3.982 -5.041
C 0.777 2.371 -4.029
H 0.673 2.463 -5.118
H 1.307 1.440 -3.796
H 1.369 3.218 -3.665
C -2.389 -1.770 -3.138
H -2.668 -1.798 -2.077
H -2.311 -2.785 -3.545
H -3.179 -1.217 -3.657
C 0.216 -2.104 -4.276
H 0.214 -1.922 -5.363
H -0.199 -3.098 -4.080
H 1.263 -2.125 -3.976
C -2.450 -2.078 3.921
S -2.629 -1.299 2.277
O -1.196 -1.079 1.793
O -3.386 -2.182 1.433
O -3.148 0.113 2.376
H -3.220 -2.863 3.974
H -2.652 -1.400 4.773
H -1.461 -2.575 3.940
```


Record 3
Molecular formula: C25H46N5O10P
Method: DFT, ωB97M-V/def2-TZVPD

Gap between HOMO and LUMO = 8.1 eV
Strongest force on any atom = 0.7 eV Å⁻¹
Highest occupied orbital energy = -0.3325 Ha
E_tot = -63885.5820 eV
E_LUMO = -0.91 eV

XYZ file:
```
87
C25H46N5O10P (ωB97M-V/def2-TZVPD)
C -1.417 1.281 0.736
C -1.817 0.268 -0.330
N -1.950 0.894 -1.663
C -0.966 0.574 -2.617
C -1.229 0.391 -3.911
C -2.589 0.514 -4.528
C -3.011 1.971 -4.749
C -4.221 2.134 -5.678
C -5.401 1.331 -5.189
O -6.227 1.732 -4.421
O -5.461 0.065 -5.736
C -0.069 0.112 -4.820
O -0.022 0.614 -5.914
C 1.020 -0.773 -4.245
P 1.795 -1.963 -5.367
N 1.687 -1.605 -6.848
O 0.980 -3.294 -4.963
O 3.269 -2.211 -4.744
C 1.282 -0.602 -2.942
C 2.257 -1.347 -2.071
C 1.634 -1.777 -0.737
C 0.485 -2.745 -0.933
O -0.179 -2.899 0.297
C -1.144 -3.928 0.269
C 0.481 0.458 -2.232
O 0.997 1.179 -1.404
H -1.945 2.226 0.582
H -0.353 1.483 0.639
H -1.655 0.927 1.738
H -2.786 -0.163 -0.069
H -1.096 -0.549 -0.385
H -2.080 1.894 -1.579
H -3.290 0.010 -3.854
H -2.596 -0.017 -5.483
H -3.244 2.417 -3.780
H -2.170 2.500 -5.200
H -4.518 3.181 -5.710
H -3.951 1.788 -6.676
H -5.417 -0.593 -5.033
H 2.553 -1.490 -7.356
H 1.483 -3.918 -4.431
H 3.791 -2.698 -5.397
H 2.601 -2.234 -2.593
H 3.120 -0.710 -1.864
H 1.286 -0.909 -0.174
H 2.398 -2.254 -0.121
H -0.221 -2.381 -1.698
H 0.863 -3.716 -1.292
H -1.675 -3.902 1.218
H -1.861 -3.774 -0.545
H -0.671 -4.909 0.144
C 2.108 2.071 1.933
O 1.768 1.815 3.076
N 2.943 3.069 1.594
C 3.292 3.323 0.209
C 3.495 3.905 2.645
H 1.755 1.495 1.064
H 4.369 3.220 0.057
H 2.994 4.331 -0.084
H 2.773 2.607 -0.426
H 4.073 3.307 3.350
H 2.698 4.400 3.201
H 4.141 4.654 2.194
C 5.145 -1.083 4.566
O 6.179 -1.706 4.722
N 4.131 -1.050 5.451
C 2.923 -0.288 5.204
C 4.270 -1.806 6.682
H 4.947 -0.479 3.664
H 2.778 0.470 5.976
H 2.049 -0.943 5.191
H 2.988 0.215 4.244
H 5.136 -1.464 7.250
H 4.410 -2.866 6.471
H 3.370 -1.672 7.279
C -3.782 -0.995 3.902
O -4.009 -0.879 2.713
N -3.638 0.032 4.761
C -3.364 -0.174 6.167
C -3.760 1.386 4.252
H -3.674 -1.980 4.388
H -4.156 0.253 6.785
H -2.415 0.286 6.450
H -3.305 -1.242 6.370
H -4.745 1.537 3.809
H -3.014 1.578 3.481
H -3.620 2.091 5.068
```


Among the records above, which one has the lowest strongest force on any atom?
C25H46N5O10P